<1>
The following is a quantum chemistry calculation of a cluster of 4 separate species, C4H12O3 in total, from the Open Molecules 2025 dataset.

The calculation puts the frontier orbital gap at 0.1349 Ha. Its HOMO energy is -7.35 eV. The multiplicity is 1. As for the net charge: 0.

Each atom is followed by the atoms it is bonded to, with distances in Å.
Element x y z (Å)
1 C -3.23656 -0.29469 -1.19635  C5 1.465, H6 1.091, H7 1.070, H8 1.106
2 C -0.56718 -0.23489 1.47284  C4 1.368, H9 1.082, H10 1.079
3 O 2.46274 -0.33995 1.19765  H11 0.960, H18 1.036
4 C -1.64258 0.05028 0.67690  C2 1.368, C5 1.370, H12 1.078
5 C -2.30295 -0.78885 -0.18188  C1 1.465, C4 1.370, H13 1.083
6 H -4.18208 -0.82851 -1.09021  C1 1.091
7 H -3.42382 0.75453 -1.09822  C1 1.070
8 H -2.84696 -0.48924 -2.21340  C1 1.106
9 H -0.18876 0.50482 2.16549  C2 1.082
10 H -0.08507 -1.19875 1.41806  C2 1.079
11 H 3.26764 -0.81520 1.41578  O3 0.960
12 H -1.81015 1.10095 0.50158  C4 1.078
13 H -2.27560 -1.85133 0.02525  C5 1.083
14 H 0.39489 0.51906 -0.13917  O16 0.956
15 H 1.52378 0.93362 -1.04487  O16 1.018
16 O 0.73131 1.32097 -0.53615  H14 0.956, H15 1.018
17 H 3.72046 0.77264 -1.09221  O19 0.957
18 H 2.64758 -0.09801 0.20756  O3 1.036
19 O 2.88820 0.33499 -1.27259  H17 0.957

***

<2>
The following is a quantum chemistry calculation of a cluster of 2 separate species, C4H12O3 in total, from the Open Molecules 2025 dataset.

Its SMILES is C[C@H](O)CCO.O. The calculation puts the frontier orbital gap at 0.3996 Ha. Its HOMO energy is -10.06 eV. The multiplicity is 1. As for the net charge: 0.

Each atom is followed by the atoms it is bonded to, with distances in Å.
Element x y z (Å)
1 C 1.58677 -1.35195 -0.83122  C2 1.569, H7 1.078, H8 1.095, H9 1.087
2 C 0.37487 -0.55212 -0.23606  C1 1.569, O3 1.417, C4 1.544, H10 1.084
3 O -0.55988 -0.26047 -1.25992  C2 1.417, H11 0.940
4 C 0.91818 0.75929 0.37059  C2 1.544, C5 1.519, H12 1.091, H13 1.102
5 C -0.09536 1.55741 1.17218  C4 1.519, O6 1.420, H14 1.106, H15 1.090
6 O -1.13112 2.08731 0.35877  C5 1.420, H16 0.941
7 H 1.68637 -2.28725 -0.30376  C1 1.078
8 H 2.50944 -0.77372 -0.71702  C1 1.095
9 H 1.40444 -1.37364 -1.90223  C1 1.087
10 H -0.08162 -1.15277 0.54176  C2 1.084
11 H -0.31692 0.53283 -1.70110  O3 0.940
12 H 1.86007 0.66549 0.91392  C4 1.091
13 H 1.30440 1.38897 -0.44782  C4 1.102
14 H -0.57712 0.88632 1.90757  C5 1.106
15 H 0.31085 2.38075 1.75936  C5 1.090
16 H -1.72329 1.39357 0.12714  O6 0.941
17 O -2.72976 -1.04987 0.27693  H18 0.978, H19 0.968
18 H -2.20734 -0.87965 -0.53180  O17 0.978
19 H -2.53296 -1.97051 0.50273  O17 0.968

***

<3>
The following is a quantum chemistry calculation of a cluster of 3 separate species, C4H12O3 in total, from the Open Molecules 2025 dataset.

Its SMILES is CC(C)C=O.O.O. The calculation puts the frontier orbital gap at 0.3785 Ha. Its HOMO energy is -9.88 eV. The multiplicity is 1. As for the net charge: 0.

Each atom is followed by the atoms it is bonded to, with distances in Å.
Element x y z (Å)
1 C 0.79269 -0.82330 0.76220  C2 1.533, H6 1.101, H7 1.088, H8 1.086
2 C -0.07976 0.31738 0.22584  C1 1.533, C3 1.536, C4 1.530, H9 1.093
3 C -1.56142 -0.08869 0.21478  C2 1.536, H10 1.089, H11 1.086, H12 1.086
4 C 0.10225 1.56038 1.09840  C2 1.530, O5 1.196, H13 1.107
5 O 0.59356 1.54931 2.18847  C4 1.196
6 H 0.31716 -1.79951 0.58279  C1 1.101
7 H 1.70575 -0.90888 0.17687  C1 1.088
8 H 0.88808 -0.83032 1.84375  C1 1.086
9 H 0.26927 0.65273 -0.75373  C2 1.093
10 H -1.93302 -0.16974 1.23538  C3 1.089
11 H -2.24328 0.59814 -0.27890  C3 1.086
12 H -1.60284 -1.04196 -0.30452  C3 1.086
13 H -0.28228 2.49849 0.65356  C4 1.107
14 O 2.58035 -4.35067 2.75131  H15 0.958, H16 0.952
15 H 2.16193 -5.21225 2.74069  O14 0.958
16 H 2.09236 -3.82450 2.12627  O14 0.952
17 O -1.47557 4.14098 -5.30661  H18 0.977, H19 0.940
18 H -0.66263 4.48254 -4.88501  O17 0.977
19 H -1.66261 3.24989 -5.07156  O17 0.940

***

<4>
The following is a quantum chemistry calculation of a cluster of 2 separate species, C4H12O3 in total, from the Open Molecules 2025 dataset.

Its SMILES is OCCCCO.O. The calculation puts the frontier orbital gap at 0.4019 Ha. Its HOMO energy is -10.17 eV. The multiplicity is 1. As for the net charge: 0.

Each atom is followed by the atoms it is bonded to, with distances in Å.
Element x y z (Å)
1 O -0.47923 2.11305 2.18057  C2 1.417, H7 0.962
2 C -0.77524 0.81700 1.69044  O1 1.417, C3 1.525, H8 1.087, H9 1.082
3 C 0.48014 -0.04409 1.60852  C2 1.525, C4 1.516, H10 1.102, H11 1.089
4 C 0.39866 -1.30473 0.77024  C3 1.516, C5 1.501, H12 1.101, H13 1.088
5 C 0.34312 -1.11091 -0.71748  C4 1.501, O6 1.430, H14 1.094, H15 1.093
6 O -0.96711 -0.83476 -1.21948  C5 1.430, H16 0.973
7 H -0.23947 2.66795 1.43165  O1 0.962
8 H -1.31005 0.84070 0.74402  C2 1.087
9 H -1.47109 0.38025 2.39495  C2 1.082
10 H 1.30145 0.56659 1.19960  C3 1.102
11 H 0.77190 -0.35856 2.60897  C3 1.089
12 H 1.30958 -1.88864 0.97409  C4 1.101
13 H -0.42301 -1.96381 1.04366  C4 1.088
14 H 1.01485 -0.29103 -0.98666  C5 1.094
15 H 0.68038 -1.97287 -1.29936  C5 1.093
16 H -1.31959 -0.04734 -0.76948  O6 0.973
17 O 0.21689 1.02768 -3.55978  H18 0.963, H19 0.967
18 H -0.27067 0.21616 -3.73618  O17 0.963
19 H 0.73851 1.18736 -4.35828  O17 0.967

***

The data favor <2>; the next most stable structure lies 0.0039 hartree above it.

***

<1>
The following is a quantum chemistry calculation of a cluster of 2 separate species, C4H12O3 in total, from the Open Molecules 2025 dataset.

Its SMILES is OCCCCO.O. The calculation puts the frontier orbital gap at 0.3857 Ha. Its HOMO energy is -9.86 eV. The multiplicity is 1. As for the net charge: 0.

Each atom is followed by the atoms it is bonded to, with distances in Å.
Element x y z (Å)
1 O -0.55313 1.68942 -1.71431  C2 1.411, H7 0.969
2 C -1.05476 0.89651 -0.66063  O1 1.411, C3 1.525, H8 1.108, H9 1.088
3 C -0.23363 1.13047 0.60344  C2 1.525, C4 1.531, H10 1.093, H11 1.086
4 C -0.41358 0.02468 1.64668  C3 1.531, C5 1.515, H12 1.095, H13 1.092
5 C 0.39995 -1.21328 1.32907  C4 1.515, O6 1.408, H14 1.087, H15 1.082
6 O -0.01844 -1.90262 0.17490  C5 1.408, H16 0.968
7 H -0.94034 1.36531 -2.54188  O1 0.969
8 H -2.10389 1.15032 -0.41217  C2 1.108
9 H -1.09827 -0.16285 -0.90436  C2 1.088
10 H 0.82248 1.11300 0.32324  C3 1.093
11 H -0.45231 2.12992 0.96768  C3 1.086
12 H -1.46304 -0.22072 1.83747  C4 1.095
13 H -0.07515 0.43213 2.60210  C4 1.092
14 H 0.37370 -1.95235 2.12583  C5 1.087
15 H 1.43767 -0.90665 1.32425  C5 1.082
16 H 0.52726 -1.67926 -0.59242  O6 0.968
17 O 1.31118 -0.80505 -2.22711  H18 0.968, H19 0.965
18 H 1.29332 -0.02546 -1.65399  O17 0.968
19 H 2.24097 -1.06352 -2.22781  O17 0.965

***

<2>
The following is a quantum chemistry calculation of a cluster of 3 separate species, C4H12O3 in total, from the Open Molecules 2025 dataset.

Its SMILES is C/C=C(/C)O.O.O. The calculation puts the frontier orbital gap at 0.3351 Ha. Its HOMO energy is -8.49 eV. The multiplicity is 1. As for the net charge: 0.

Each atom is followed by the atoms it is bonded to, with distances in Å.
Element x y z (Å)
1 C -2.49858 1.01599 0.35004  C2 1.566, H6 1.114, H7 1.097, H8 1.099
2 C -1.47396 -0.09020 0.77145  C1 1.566, C3 1.365, H9 1.124
3 C -0.58348 -0.69505 -0.06795  C2 1.365, C4 1.456, O5 1.369
4 C 0.17704 -1.86856 0.33930  C3 1.456, H10 1.116, H11 1.093, H12 1.117
5 O -0.59966 -0.36117 -1.39527  C3 1.369, H13 1.013
6 H -2.54765 1.71976 1.21244  C1 1.114
7 H -2.29702 1.65403 -0.51975  C1 1.097
8 H -3.52588 0.63673 0.26299  C1 1.099
9 H -1.32932 -0.20778 1.87945  C2 1.124
10 H 1.27462 -1.67497 0.27960  C4 1.116
11 H -0.11067 -2.02056 1.38241  C4 1.093
12 H -0.07842 -2.75767 -0.28607  C4 1.117
13 H -0.04892 -0.97718 -1.98206  O5 1.013
14 O 1.48318 1.64507 -0.82458  H15 1.023, H16 0.984
15 H 0.53204 1.27519 -0.76008  O14 1.023
16 H 1.32823 2.61239 -0.72946  O14 0.984
17 O 3.31039 -0.29887 0.19286  H18 0.959, H19 0.942
18 H 2.80564 0.33563 -0.31917  O17 0.959
19 H 4.18243 0.05721 0.21386  O17 0.942

***

<3>
The following is a quantum chemistry calculation of a cluster of 2 separate species, C4H12O3 in total, from the Open Molecules 2025 dataset.

Its SMILES is OCCCCO.O. The calculation puts the frontier orbital gap at 0.3960 Ha. Its HOMO energy is -10.17 eV. The multiplicity is 1. As for the net charge: 0.

Each atom is followed by the atoms it is bonded to, with distances in Å.
Element x y z (Å)
1 O 0.01838 -2.00956 -2.39791  C2 1.419, H7 0.980
2 C -0.22066 -2.64552 -1.15207  O1 1.419, C3 1.574, H8 1.107, H9 1.107
3 C -0.32413 -1.62844 0.04527  C2 1.574, C4 1.471, H10 1.107, H11 1.107
4 C 0.68367 -0.55799 0.09030  C3 1.471, C5 1.568, H12 1.107, H13 1.107
5 C 0.59719 0.29186 1.40571  C4 1.568, O6 1.387, H14 1.107, H15 1.107
6 O -0.58861 1.00919 1.45280  C5 1.387, H16 0.980
7 H -0.68924 -1.33168 -2.41117  O1 0.980
8 H -1.13512 -3.26424 -1.23210  C2 1.107
9 H 0.63070 -3.32650 -0.96001  C2 1.107
10 H -1.27160 -1.05780 -0.00099  C3 1.107
11 H -0.38299 -2.30841 0.91684  C3 1.107
12 H 1.65216 -1.08263 -0.02027  C4 1.107
13 H 0.55455 0.09951 -0.79087  C4 1.107
14 H 0.61551 -0.38607 2.28065  C5 1.107
15 H 1.48205 0.95354 1.47404  C5 1.107
16 H -0.66448 1.29188 2.38808  O6 0.980
17 O -0.43632 5.63466 -0.14669  H18 0.984, H19 0.984
18 H 0.07001 5.63542 -0.99044  O17 0.984
19 H -0.59107 4.68278 0.04884  O17 0.984

***

The data favor <1>; the next most stable structure lies 0.0141 hartree above it.

***

<1>
The following is a quantum chemistry calculation of a cluster of 2 separate species, C4H12O3 in total, from the Open Molecules 2025 dataset.

Its SMILES is OCCCCO.O. The calculation puts the frontier orbital gap at 0.4091 Ha. Its HOMO energy is -10.48 eV. The multiplicity is 1. As for the net charge: 0.

Each atom is followed by the atoms it is bonded to, with distances in Å.
Element x y z (Å)
1 O 0.37246 -2.34338 -1.13624  C2 1.434, H7 0.955
2 C 0.27022 -0.96757 -0.74615  O1 1.434, C3 1.510, H8 1.097, H9 1.099
3 C -1.04032 -0.86056 -0.00323  C2 1.510, C4 1.541, H10 1.101, H11 1.091
4 C -1.36031 0.50693 0.63043  C3 1.541, C5 1.509, H12 1.094, H13 1.089
5 C -0.23374 1.13658 1.41268  C4 1.509, O6 1.437, H14 1.089, H15 1.099
6 O 0.41159 0.24185 2.33293  C5 1.437, H16 0.960
7 H 1.01277 -2.40052 -1.84186  O1 0.955
8 H 1.10961 -0.50664 -0.21123  C2 1.097
9 H 0.28828 -0.39581 -1.68479  C2 1.099
10 H -0.96481 -1.61314 0.79696  C3 1.101
11 H -1.92970 -1.23480 -0.51315  C3 1.091
12 H -2.17206 0.32226 1.34042  C4 1.094
13 H -1.72112 1.18301 -0.14335  C4 1.089
14 H -0.56535 1.93131 2.07895  C5 1.089
15 H 0.56587 1.60862 0.82541  C5 1.099
16 H 0.48428 -0.63833 1.95573  O6 0.960
17 O 1.29176 1.91879 -2.07742  H18 0.962, H19 0.963
18 H 1.43064 1.56866 -1.19242  O17 0.962
19 H 0.46413 2.40601 -2.01367  O17 0.963

***

<2>
The following is a quantum chemistry calculation of a cluster of 3 separate species, C4H12O3 in total, from the Open Molecules 2025 dataset.

Its SMILES is CCCC=O.O.O. The calculation puts the frontier orbital gap at 0.3878 Ha. Its HOMO energy is -9.88 eV. The multiplicity is 1. As for the net charge: 0.

Each atom is followed by the atoms it is bonded to, with distances in Å.
Element x y z (Å)
1 C -0.52190 1.46897 -0.74203  C2 1.560, H6 1.206, H7 1.081, H8 1.172
2 C -0.75385 0.36643 -1.82052  C1 1.560, C3 1.714, H9 1.100, H10 1.116
3 C -0.75844 -1.29469 -1.39641  C2 1.714, C4 1.529, H11 1.140, H12 1.158
4 C -2.06150 -1.46079 -0.61353  C3 1.529, O5 1.221, H13 1.114
5 O -2.07890 -1.14478 0.56570  C4 1.221
6 H -0.94029 2.52208 -1.15594  C1 1.206
7 H 0.46964 1.55835 -0.32171  C1 1.081
8 H -1.21948 1.16443 0.14952  C1 1.172
9 H 0.00969 0.40688 -2.61133  C2 1.100
10 H -1.74714 0.41571 -2.32760  C2 1.116
11 H 0.18116 -1.43122 -0.76586  C3 1.140
12 H -0.69253 -1.84380 -2.41373  C3 1.158
13 H -2.95243 -1.78753 -1.19756  C4 1.114
14 O 2.32684 -5.12078 1.69372  H15 1.072, H16 0.959
15 H 1.32682 -4.73550 1.66686  O14 1.072
16 H 2.89478 -4.35234 1.77384  O14 0.959
17 O 2.04212 4.72967 3.42157  H18 1.012, H19 0.928
18 H 2.40458 4.89932 2.49234  O17 1.012
19 H 2.07083 5.63960 3.60266  O17 0.928

***

<3>
The following is a quantum chemistry calculation of a cluster of 4 separate species, C4H12O3 in total, from the Open Molecules 2025 dataset.

The calculation puts the frontier orbital gap at 0.1408 Ha. Its HOMO energy is -7.66 eV. The multiplicity is 1. As for the net charge: 0.

Each atom is followed by the atoms it is bonded to, with distances in Å.
Element x y z (Å)
1 C -1.65904 0.05154 0.86825  C2 1.497, O5 1.194, H6 1.104
2 C -0.88803 0.35676 -0.37848  C1 1.497, C3 1.448, C4 1.427
3 C -1.39597 -0.04037 -1.67492  C2 1.448, H8 1.092, H9 1.097, H10 1.088
4 C 0.49767 0.63799 -0.18304  C2 1.427, H11 1.088, H12 1.094, H13 1.114
5 O -2.84470 0.11621 0.99566  C1 1.194
6 H -1.03384 -0.17550 1.74963  C1 1.104
7 H -3.01133 -0.03452 4.33700  H15 0.752
8 H -1.44095 0.74396 -2.43302  C3 1.092
9 H -0.73535 -0.81298 -2.08604  C3 1.097
10 H -2.37978 -0.50163 -1.62798  C3 1.088
11 H 0.95770 0.22542 0.71301  C4 1.088
12 H 1.15389 0.20133 -0.94227  C4 1.094
13 H 0.63568 1.74107 -0.11910  C4 1.114
14 H 4.03116 0.88483 0.06419  O16 0.966
15 H -3.46837 -0.08319 3.74190  H7 0.752
16 O 3.12076 0.61925 0.24721  H14 0.966
17 H 3.19164 -1.79760 -1.58904  O19 0.962
18 H 2.79135 -0.60123 -0.68097  O19 1.033
19 O 2.47751 -1.53135 -1.00197  H17 0.962, H18 1.033

***

The data favor <1>; the next most stable structure lies 0.0424 hartree above it.